Entry from the Open Molecules 2025 dataset: the ion C6H8N with charge +1 (the ωB97M-V functional and the def2-TZVPD basis).

Last column: natural (NBO) charge in e.
CARTESIAN COORDINATES (ANGSTROEM)
C: 2.30224 0.51437 0.40662  -0.5784
C: 0.76730 0.23775 0.01354  0.3401
N: 0.70122 -0.47804 -1.08783  -0.4183
C: -0.58399 -0.70512 -1.53883  0.1674
C: -1.70665 -0.79731 -0.80647  -0.2896
C: -1.76598 -0.23832 0.53346  0.0381
C: -0.50984 0.30775 1.08909  -0.4861
H: 2.82565 0.25341 -0.51148  0.2959
H: 1.73454 1.64725 0.31863  0.2285
H: 2.47716 0.54644 1.46481  0.2738
H: -0.63194 -1.22841 -2.58004  0.2449
H: -2.47509 -1.39069 -1.25714  0.2689
H: -2.50467 -0.61136 1.25295  0.2635
H: -0.22418 1.36586 0.59349  0.3527
H: -0.40577 0.57641 2.10919  0.2986

Properties
* calculated total energy: -7829.511 eV
* M: 94.14 Da
* Kohn-Sham gap: 0.3165 Ha
* highest occupied orbital energy: -14.8 eV
* ΔE to the lowest compared entry with this formula, charge and spin: 142.5 kcal per mole
* net charge: +1
* SMILES: CC1=[N+]=CC=CC1